Entry 1:
Density functional theory data (ωB97M-V with the def2-TZVPD basis set) for a single C15H13F3N2O molecule at a distorted geometry.

Summary:
**LUMO**: -0.2 eV
**SMILES**: CC1(C)C=Cc2cc3c(C(F)(F)F)cc(=O)[nH]c3cc2N1
**HOMO level**: -7.815 eV
**Orbital gap**: 7.6 eV
**E_tot**: -28946.938 eV

Geometry as XYZ:
```
34
C15H13F3N2O | the OMol25 dataset | ωB97M-V with the def2-TZVPD basis set
C -2.892 0.394 3.314
C -2.277 0.865 2.003
C -2.356 2.385 1.871
C -2.974 0.259 0.787
C -2.267 -0.321 -0.254
C -0.797 -0.350 -0.204
C -0.098 -0.751 -1.363
C 1.332 -0.721 -1.368
C 2.148 -1.168 -2.505
C 1.586 -1.668 -3.838
F 0.596 -2.619 -3.631
F 2.514 -2.296 -4.661
F 1.116 -0.609 -4.553
C 3.525 -1.069 -2.397
C 4.132 -0.505 -1.206
O 5.334 -0.284 -1.111
N 3.348 -0.162 -0.150
C 1.983 -0.245 -0.184
C 1.260 0.157 0.941
C -0.139 0.114 0.911
N -0.857 0.530 2.040
H -2.697 -0.686 3.385
H -3.988 0.534 3.360
H -2.414 0.934 4.127
H -1.632 2.868 2.523
H -3.385 2.741 2.174
H -2.107 2.627 0.823
H -4.066 0.199 0.768
H -2.776 -0.714 -1.147
H -0.656 -1.072 -2.245
H 4.218 -1.355 -3.197
H 3.844 0.332 0.567
H 1.726 0.483 1.837
H -0.284 1.173 2.582
```

Atomic partial charges in e from the natural (NBO) method, atoms 1 to 8:
1. C -0.60
2. C 0.07
3. C -0.61
4. C -0.19
5. C -0.18
6. C -0.17
7. C -0.12
8. C -0.09

***

Entry 2:
Density functional theory data (ωB97M-V with the def2-TZVPD basis set) for a single C15H13F3N2S molecule at a distorted geometry.

Summary:
**LUMO**: 0.4 eV
**SMILES**: FC(F)(F)c1cccc(NC(=S)NCc2ccccc2)c1
**HOMO level**: -8.430 eV
**Orbital gap**: 8.9 eV
**E_tot**: -37735.026 eV

Geometry as XYZ:
```
34
C15H13F3N2S | the OMol25 dataset | ωB97M-V with the def2-TZVPD basis set
F 0.257 1.337 3.822
C 1.218 0.439 4.074
F 0.653 -0.520 4.832
F 2.112 1.056 4.867
C 1.844 -0.122 2.827
C 3.174 -0.517 2.851
C 3.731 -1.043 1.697
C 2.969 -1.181 0.556
C 1.623 -0.802 0.538
N 0.938 -0.963 -0.660
C -0.402 -0.981 -0.946
S -1.607 -0.811 0.166
N -0.670 -1.214 -2.252
C -1.994 -1.157 -2.836
C -2.165 0.081 -3.677
C -2.103 1.334 -3.077
C -2.234 2.481 -3.838
C -2.428 2.388 -5.206
C -2.492 1.144 -5.810
C -2.356 -0.005 -5.049
C 1.063 -0.257 1.690
H 3.760 -0.407 3.749
H 4.766 -1.347 1.691
H 3.416 -1.593 -0.339
H 1.544 -1.230 -1.427
H 0.094 -1.204 -2.913
H -2.150 -2.056 -3.439
H -2.705 -1.156 -2.004
H -1.961 1.403 -2.008
H -2.188 3.449 -3.362
H -2.533 3.283 -5.800
H -2.646 1.066 -6.876
H -2.407 -0.975 -5.523
H 0.033 0.059 1.703
```

Atomic partial charges in e from the natural (NBO) method, atoms 1 to 8:
1. F -0.32
2. C 0.96
3. F -0.32
4. F -0.33
5. C -0.06
6. C -0.23
7. C -0.19
8. C -0.22

***

Entry 3:
Density functional theory data (ωB97M-V with the def2-TZVPD basis set) for a single C15H13F3N4 molecule at a distorted geometry.

Summary:
**Relative energy (zero: lowest compared OMol25 entry of this formula, charge and spin)**: 0.0 kcal/mol
**LUMO**: 0.3 eV
**SMILES**: FC(F)(F)c1cnc(Nc2ccc(C=C3CNC3)cc2)nc1
**HOMO level**: -7.736 eV
**Orbital gap**: 8.0 eV
**E_tot**: -29877.708 eV

Geometry as XYZ:
```
35
C15H13F3N4 | the OMol25 dataset | ωB97M-V with the def2-TZVPD basis set
F 6.526 0.093 4.181
C 5.228 -0.093 4.551
F 5.225 -1.263 5.195
F 4.939 0.943 5.399
C 4.321 -0.187 3.364
C 4.800 -0.294 2.110
N 3.967 -0.345 1.083
C 2.654 -0.305 1.313
N 1.963 -0.469 0.145
C 0.595 -0.397 -0.112
C 0.235 -0.557 -1.451
C -1.088 -0.371 -1.832
C -2.089 -0.005 -0.924
C -3.499 0.120 -1.308
C -4.007 0.237 -2.571
C -3.465 0.387 -3.930
N -4.852 0.767 -4.309
C -5.418 0.464 -2.988
C -1.726 0.190 0.416
C -0.415 -0.006 0.815
N 2.109 -0.307 2.519
C 2.954 -0.191 3.532
H 5.881 -0.320 1.925
H 2.610 -0.473 -0.644
H 0.925 -0.869 -2.223
H -1.411 -0.565 -2.852
H -4.252 0.103 -0.537
H -3.086 -0.539 -4.405
H -2.727 1.187 -4.043
H -4.861 1.794 -4.470
H -5.926 1.303 -2.520
H -6.000 -0.463 -2.967
H -2.485 0.504 1.157
H -0.194 0.182 1.856
H 2.566 -0.254 4.523
```

Atomic partial charges in e from the natural (NBO) method, atoms 1 to 8:
1. F -0.33
2. C 0.99
3. F -0.32
4. F -0.32
5. C -0.29
6. C 0.12
7. N -0.49
8. C 0.56

***

Entry 4:
Density functional theory data (ωB97M-V with the def2-TZVPD basis set) for a single C15H13N3O3S molecule at a distorted geometry.

Summary:
**Relative energy (zero: lowest compared OMol25 entry of this formula, charge and spin)**: 58.9 kcal/mol
**LUMO**: -1.9 eV
**HOMO level**: -8.541 eV
**Orbital gap**: 6.7 eV
**E_tot**: -37211.184 eV

Geometry as XYZ:
```
35
C15H13N3O3S | the OMol25 dataset | ωB97M-V with the def2-TZVPD basis set
C 1.462 0.626 1.502
C 1.278 0.544 2.936
N 1.215 0.439 4.099
N 1.665 -0.767 0.923
C 2.603 -0.922 -0.037
C 2.947 -2.177 -0.495
C 2.279 -3.305 -0.033
C 1.318 -3.129 0.956
C 1.035 -1.852 1.443
H 2.363 1.208 1.260
H 3.034 0.011 -0.384
H 3.728 -2.230 -1.235
H 2.517 -4.290 -0.426
H 0.766 -3.973 1.365
H 0.299 -1.663 2.234
C 0.803 1.796 -7.261
C 0.266 1.780 -5.845
C 0.151 2.949 -5.096
C -0.218 2.942 -3.750
C -0.447 1.724 -3.101
S -0.998 1.753 -1.376
N 0.098 0.965 -0.436
C 0.285 1.348 0.860
O -0.390 2.170 1.483
O -1.038 3.179 -1.150
O -2.202 0.951 -1.401
C -0.539 0.564 -3.877
C -0.153 0.605 -5.218
H 0.823 0.785 -7.679
H 0.189 2.425 -7.919
H 1.828 2.189 -7.298
H 0.363 3.887 -5.600
H -0.325 3.888 -3.230
H -0.911 -0.364 -3.453
H -0.173 -0.293 -5.827
```

Atomic partial charges in e from the natural (NBO) method, atoms 1 to 8:
1. C -0.21
2. C 0.26
3. N -0.24
4. N -0.23
5. C 0.12
6. C -0.23
7. C -0.10
8. C -0.23

***

Entry 5:
Density functional theory data (ωB97M-V with the def2-TZVPD basis set) for a molecular structure, C15H13N7O3Pt.

Summary:
**Relative energy (zero: lowest compared OMol25 entry of this formula, charge and spin)**: 22.8 kcal/mol
**LUMO (spin up / spin down)**: 0.4 / -0.5 eV
**HOMO level (spin up / spin down)**: -7.146 / -7.655 eV
**Orbital gap (spin up / spin down)**: 7.6 / 7.1 eV
**Multiplicity**: 3
**E_tot**: -35581.278 eV

Geometry as XYZ:
```
39
C15H13N7O3Pt | the OMol25 dataset | ωB97M-V with the def2-TZVPD basis set
Pt 1.683 -0.920 -0.473
O -3.656 0.684 -0.583
C -3.734 -0.672 -0.530
C -4.983 -1.282 -0.416
C -5.107 -2.656 -0.346
C -3.970 -3.451 -0.386
C -2.732 -2.845 -0.497
C -2.577 -1.459 -0.575
C -1.178 -0.941 -0.692
O -0.247 -1.826 -0.566
N -1.002 0.333 -0.940
N 0.349 0.614 -0.987
C 0.730 1.776 -1.350
C 2.116 2.206 -1.477
C 2.313 3.580 -1.687
C 3.566 4.128 -1.836
C 4.676 3.281 -1.795
C 4.514 1.927 -1.611
C 3.244 1.354 -1.443
O 3.204 0.030 -1.309
H -4.552 1.034 -0.544
H -5.868 -0.654 -0.381
H -6.090 -3.101 -0.260
H -4.048 -4.529 -0.333
H -1.831 -3.441 -0.532
H -0.053 2.495 -1.591
H 1.438 4.219 -1.729
H 3.686 5.192 -1.990
H 5.672 3.688 -1.913
H 5.363 1.256 -1.590
N -0.026 -0.267 4.514
N 0.724 -0.908 3.542
N 1.560 -1.876 3.837
C 1.955 -2.239 2.622
N 1.372 -1.508 1.673
N 0.573 -0.647 2.289
H 0.571 -0.161 5.325
H -0.298 0.632 4.130
H 2.645 -3.042 2.432
```

Atomic partial charges in e from the natural (NBO) method, atoms 1 to 8:
1. Pt 1.10
2. O -0.65
3. C 0.42
4. C -0.33
5. C -0.17
6. C -0.26
7. C -0.14
8. C -0.21

***

Entry 6:
Density functional theory data (ωB97M-V with the def2-TZVPD basis set) for a molecular structure, C15H14AsIN4O2PdS5 at a distorted geometry.

Summary:
**Relative energy (zero: lowest compared OMol25 entry of this formula, charge and spin)**: 33.2 kcal/mol
**LUMO (spin up / spin down)**: 3.6 / 3.6 eV
**Charge**: -2
**HOMO level (spin up / spin down)**: -1.402 / -1.378 eV
**Orbital gap (spin up / spin down)**: 5.0 / 4.9 eV
**Multiplicity**: 3
**E_tot**: -152435.075 eV

Geometry as XYZ:
```
43
C15H14AsIN4O2PdS5 | the OMol25 dataset | ωB97M-V with the def2-TZVPD basis set
Pd -0.949 0.610 -0.662
S -0.222 3.479 -4.385
As 0.188 2.343 -2.628
S -0.320 0.228 -2.955
S -1.092 3.032 -0.974
S 2.253 2.577 -2.069
C -4.816 4.116 -2.051
C -4.541 2.782 -1.412
C -4.048 1.742 -2.189
C -3.606 0.570 -1.602
C -3.671 0.425 -0.216
C -4.270 1.408 0.563
C -4.695 2.582 -0.041
S -2.861 -0.985 0.549
O -3.814 -1.560 1.483
O -2.434 -1.839 -0.536
N -1.544 -0.442 1.263
C -1.566 0.565 2.232
C -2.466 0.582 3.315
C -2.401 1.617 4.224
C -1.442 2.611 4.062
C -0.572 2.490 2.991
N -0.614 1.493 2.116
H -3.869 4.538 -2.396
H -5.272 4.811 -1.342
H -5.477 4.016 -2.915
H -3.922 1.885 -3.256
H -3.216 -0.236 -2.202
H -4.375 1.264 1.629
H -5.108 3.373 0.575
H -3.198 -0.213 3.388
H -3.094 1.650 5.057
H -1.363 3.442 4.752
H 0.191 3.240 2.804
I 3.701 -2.353 2.916
C 2.691 -1.208 1.512
C 3.103 0.002 0.987
N 2.162 0.361 0.108
N 1.187 -0.542 0.013
C 1.480 -1.507 0.870
H 3.970 0.609 1.190
H 2.184 1.175 -0.569
H 0.823 -2.351 1.007
```

Atomic partial charges in e from the natural (NBO) method, atoms 1 to 8:
1. Pd 0.88
2. S -0.83
3. As 0.94
4. S -0.65
5. S -0.61
6. S -0.80
7. C -0.63
8. C 0.01